No. 1
A cluster of 15 separate species, C5H43N2O14 in total, computed with ωB97M-V/def2-TZVPD.

## Properties
HOMO   -11.50 eV
Energy above the lowest of the compared OMol25 structures with the same formula, charge and spin   40.4 kcal/mol
HOMO-LUMO gap   9.09 eV

Geometry as ORCA input:
```
! RIJCOSX wB97M-V def2-TZVPD def2/J DEFGRID3
* xyz 1 1
H -3.0711 -0.8706 -2.3622
O 3.8341 -0.4201 -2.4846
H 0.0962 2.9563 3.5385
H 0.6219 -2.6555 1.6454
H 1.9419 2.1794 2.3804
H -3.3302 -0.2944 1.6323
O -0.0751 -1.2656 -3.0580
H 0.1662 1.7709 4.5482
H 4.7421 -0.3500 -2.1472
H 1.9943 -0.0124 -1.0457
C -0.0471 2.6949 -0.3943
H -0.4224 -1.9152 -1.4443
H 4.2459 -0.0728 1.2156
O -4.7378 0.9284 0.6799
O -2.4047 -0.3128 -1.9574
O 3.1911 -2.4126 -0.2361
C -0.6878 -1.9211 -0.3636
H -3.7832 -1.1569 -0.1722
H 2.1929 -2.9852 -1.8707
H -1.9883 -0.6283 5.2490
C 0.1966 -1.6619 1.8028
H 0.6602 3.3498 -0.9264
H -1.6108 -0.4924 -2.5204
H -1.7572 -1.7309 -0.2968
H -3.8592 2.7466 -2.1232
O 2.0979 -2.4524 -2.6679
H -1.0709 2.8425 -0.7920
O -3.4637 2.1880 -1.4232
H -0.8357 -1.7723 2.1819
H 3.3197 2.7961 2.0913
H 3.0290 -3.2053 0.3007
O 2.7387 2.0635 1.8500
C -0.1319 0.3724 0.5575
H 0.4818 -2.0100 -2.5983
H -1.1798 0.4585 0.2086
H -5.0413 -1.7857 0.7331
H 3.2135 0.0907 2.3986
N 0.2791 -1.0757 0.4105
H 4.0225 -0.5838 -3.4129
O -1.3818 0.0771 5.0186
H 0.1050 0.7949 1.5295
H 2.1139 0.6809 -4.6260
O 3.4852 -0.4567 1.6471
H -4.2979 1.7038 0.2388
H -5.5850 0.8119 0.2470
N 1.9134 0.9078 -0.6113
H 2.7439 -1.7279 -2.4591
O 1.8779 0.6382 -3.7046
O -4.1606 -1.8702 0.3693
O 0.3966 2.0409 3.6125
H -0.0232 0.8533 -1.5408
H 2.2559 0.9414 0.3654
H 0.0517 -1.3867 -4.0114
H -0.4421 -2.9367 -0.0644
H 1.2282 -0.0357 -3.4811
H 2.5337 1.5141 -1.1457
H -3.4575 1.2497 -1.6129
H 2.6791 -1.7343 0.2539
H -0.0714 3.0432 0.6603
C 0.4146 1.2564 -0.6365
O -2.5769 0.2289 1.9924
H -3.0117 1.0399 2.2677
H -1.2051 0.0439 4.0736
H 0.8467 -1.0724 2.4907
*
```

---

No. 2
A structure of composition C5H4BClHfO4, computed with ωB97M-V/def2-TZVPD.

## Properties
HOMO   -26.51 eV
HOMO-LUMO gap   4.40 eV

Geometry as ORCA input:
```
! RIJCOSX wB97M-V def2-TZVPD def2/J DEFGRID3
* xyz 4 1
C -0.4025 -0.1328 -0.1036
H 2.3409 -1.5904 0.7155
H 3.3996 -0.0513 0.3063
O -0.9872 2.1290 1.3062
Hf -1.0667 2.0270 -1.9105
C 2.3279 -0.4136 0.6278
O 1.6970 0.8714 -1.6351
C -1.2983 1.0833 0.5370
B 1.1813 0.1403 -0.4561
C -1.2683 -1.3373 -0.2516
C -2.6769 -0.7837 0.3783
O -3.5667 -1.5194 1.0472
H 1.5980 1.8548 -1.3778
Cl -0.7677 -2.9687 -0.9741
O -2.6528 0.6750 0.0645
H 2.1425 0.0165 1.7262
*
```

---

No. 3
The molecule C5H4BClI2N2O, computed with ωB97M-V/def2-TZVPD.

## Properties
HOMO   -9.52 eV
Energy above the lowest of the compared OMol25 structures with the same formula, charge and spin   54.1 kcal/mol
HOMO-LUMO gap   8.05 eV

Geometry as ORCA input:
```
! RIJCOSX wB97M-V def2-TZVPD def2/J DEFGRID3
* xyz 0 1
O -1.3638 -0.4251 1.6005
B -0.8222 0.3159 0.4898
C 1.3756 0.7342 -0.8346
N 2.7682 -1.2703 1.5142
C -1.2320 1.9170 0.4105
I -0.8818 -0.4357 -2.6359
H -0.9307 2.3358 -0.6285
C 1.8322 -1.5602 0.8039
Cl -0.4403 -3.0594 0.0035
C 0.7723 -1.7435 -0.3855
H -0.7277 2.5212 1.2635
N 2.3703 1.4354 -0.8646
H -2.3828 1.9422 0.4684
C 0.1171 -0.2886 -0.7033
H -2.2796 -0.0540 1.7259
I 1.8254 -2.3651 -2.2280
*
```

---

No. 4
A structure of composition C5H4BeO2, computed with ωB97M-V/def2-TZVPD.

## Properties
Expectation value of S²   0.752
HOMO (alpha / beta)   -1.92 / -3.03 eV
HOMO-LUMO gap (alpha / beta)   5.65 / 6.51 eV

Geometry as ORCA input:
```
! RIJCOSX wB97M-V def2-TZVPD def2/J DEFGRID3
* xyz -1 2
C -0.5028 1.1492 -0.2692
C 1.7988 -0.3262 0.8579
C -0.3053 -1.3832 0.0722
H -0.0131 3.3645 -0.0296
H 1.3624 0.2930 1.6675
H 2.7154 -0.7842 1.2660
O -2.0709 -0.3537 -1.1243
C -0.8618 -0.2112 -0.4004
Be 1.5433 0.7825 -0.6826
H -2.7612 -0.2666 -0.4543
C -0.1399 2.3269 -0.2896
O 0.9364 -1.4561 0.5693
*
```

---

No. 5
The ion C5H4Cl2N3O2 with charge +1, computed with ωB97M-V/def2-TZVPD.

## Properties
HOMO (alpha / beta)   -14.23 / -14.23 eV
Energy above the lowest of the compared OMol25 structures with the same formula, charge and spin   46.0 kcal/mol
SMILES   O=[N+]([O-])C1=C[NH+]=C(Cl)N=C[C@H]1Cl
HOMO-LUMO gap (alpha / beta)   7.98 / 7.98 eV

Geometry as ORCA input:
```
! RIJCOSX wB97M-V def2-TZVPD def2/J DEFGRID3
* xyz 1 1
C 0.3500 -1.2201 1.5329
N -1.9898 0.7872 -0.6899
Cl -2.2257 -1.1678 1.0455
H -0.8039 -1.8971 -0.4030
O -2.6392 1.4468 0.0091
Cl 3.6829 -0.4780 -0.1087
C -0.6510 0.3709 -0.2225
H -0.0130 -1.3496 2.5692
N 1.5612 0.8333 -0.5780
C 0.2780 1.2444 -0.7586
C 2.0046 -0.2008 0.1526
H 2.2186 1.3362 -1.1706
N 1.4645 -0.7699 1.2797
H -0.1937 2.0470 -1.3534
C -0.6725 -1.2046 0.3689
O -2.3711 0.2221 -1.6733
*
```

---

No. 6
The molecule C5H4Cl2NOP, computed with ωB97M-V/def2-TZVPD.

## Properties
HOMO (alpha / beta)   -8.71 / -8.72 eV
Energy above the lowest of the compared OMol25 structures with the same formula, charge and spin   0.0 kcal/mol
SMILES   NC(=O)C1=[PH]=CC(Cl)=C1Cl
HOMO-LUMO gap (alpha / beta)   7.79 / 7.80 eV

Geometry as ORCA input:
```
! RIJCOSX wB97M-V def2-TZVPD def2/J DEFGRID3
* xyz 0 1
O -0.6316 -2.5422 -0.7155
C 1.4276 -0.1204 -0.0977
Cl 2.4584 -1.4947 -0.0915
H -2.8054 -2.2775 0.5159
P -0.7718 1.2904 -0.0044
C -0.9922 -1.6099 -0.0251
H -0.8959 1.2682 -1.3879
C 1.8063 1.2374 -0.0833
H 0.9748 3.2415 -0.1011
H -2.5649 -0.7769 1.3334
C 0.8061 2.1388 -0.0500
N -2.1250 -1.4941 0.7296
C -0.1571 -0.3803 0.0169
Cl 3.4708 1.5197 -0.0392
*
```

---

No. 7
The molecule C5H4Cl2O, computed with ωB97M-V/def2-TZVPD.

## Properties
HOMO   -9.71 eV
Energy above the lowest of the compared OMol25 structures with the same formula, charge and spin   42.8 kcal/mol
SMILES   O=C(/C=C/Cl)/C=C/Cl
HOMO-LUMO gap   8.71 eV

Geometry as ORCA input:
```
! RIJCOSX wB97M-V def2-TZVPD def2/J DEFGRID3
* xyz 0 1
H 0.1136 0.8875 -2.6312
C -1.1384 -1.5215 1.7211
Cl 1.6292 2.7470 -2.1618
C 0.8306 1.2589 -1.9207
Cl -1.0872 -1.6788 3.3792
H 1.5848 1.2334 -0.0626
H 0.9734 -0.3406 1.3440
O -1.0466 -0.6248 -1.1622
H -2.2512 -1.6619 1.2795
C 0.8390 0.7067 -0.6499
C -0.1870 -0.7071 1.1459
C -0.2603 -0.2988 -0.2815
*
```

---

No. 8
The ion C5H4ClN2O2 with charge -1, computed with ωB97M-V/def2-TZVPD.

## Properties
HOMO   -4.31 eV
Energy above the lowest of the compared OMol25 structures with the same formula, charge and spin   1.5 kcal/mol
SMILES   C=N/C=C\N=C(\Cl)C(=O)[O-]
HOMO-LUMO gap   7.82 eV

Geometry as ORCA input:
```
! RIJCOSX wB97M-V def2-TZVPD def2/J DEFGRID3
* xyz -1 1
H -1.0453 0.2019 1.3713
C 1.8089 1.8014 -0.6791
C 0.2341 1.4240 -0.6446
N -0.2116 0.2362 -0.6128
H -2.8136 -0.3512 1.7159
H 0.1505 -3.1245 0.4555
O 2.5049 0.8259 -0.3120
N -1.3994 -1.7163 0.9383
C -1.7665 -0.5328 1.2585
H 1.2364 -1.2523 -1.1696
C -0.2856 -1.9962 0.2981
O 2.0792 2.8977 -1.1348
C 0.3516 -1.0274 -0.5141
Cl -0.8436 2.6137 -0.9706
*
```

---

No. 9
A cluster of 2 separate species, C5H4ClN3O3 in total, computed with ωB97M-V/def2-TZVPD.

## Properties
Expectation value of S²   2.015
HOMO (alpha / beta)   -8.87 / -9.71 eV
Energy above the lowest of the compared OMol25 structures with the same formula, charge and spin   0.0 kcal/mol
HOMO-LUMO gap (alpha / beta)   8.96 / 7.22 eV

Geometry as ORCA input:
```
! RIJCOSX wB97M-V def2-TZVPD def2/J DEFGRID3
* xyz 0 3
H -0.6210 -1.7681 -1.9317
N -2.4894 -0.4826 2.1614
H 0.1794 1.7350 1.9431
H 0.5296 2.0442 -0.9704
H -0.3582 -1.7690 0.7682
Cl -0.0056 0.6447 4.3112
O 0.2533 -1.4438 2.8381
N 0.0773 0.3084 0.4270
C -0.2581 -0.9555 0.0571
O -2.7214 -0.4727 3.3235
N -0.0124 0.3147 -1.8576
C -0.2101 -1.0124 -1.3313
C 0.1662 0.7084 1.7115
O -3.0221 -0.6986 1.1469
C 0.2453 1.0088 -0.8009
C 0.0838 -0.2579 2.7323
*
```

---

No. 10
A cluster of 2 separate species, C5H4ClNOS in total, computed with ωB97M-V/def2-TZVPD.

## Properties
Expectation value of S²   2.019
HOMO (alpha / beta)   -6.04 / -10.16 eV
HOMO-LUMO gap (alpha / beta)   6.32 / 8.67 eV

Geometry as ORCA input:
```
! RIJCOSX wB97M-V def2-TZVPD def2/J DEFGRID3
* xyz 0 3
S -0.5384 1.0310 1.2269
Cl -3.3398 0.1859 1.0692
C -2.4172 -1.0040 0.2599
H 2.3040 1.5522 -0.9807
C 0.7342 1.7748 0.2036
C 1.4125 -0.4445 -0.6460
H 2.0321 -1.1781 -1.0970
C 1.4970 0.9921 -0.5657
H 0.7741 2.8314 0.1300
O -2.7314 -2.0026 -0.3152
N -0.5531 -0.5317 0.8670
C 0.4047 -1.0766 0.0195
H 0.4212 -2.1301 -0.1715
*
```

---

No. 11
A structure of composition C5H4F2N5O2, computed with ωB97M-V/def2-TZVPD.

## Properties
HOMO   -14.26 eV
HOMO-LUMO gap   9.45 eV

Geometry as ORCA input:
```
! RIJCOSX wB97M-V def2-TZVPD def2/J DEFGRID3
* xyz 1 1
C -0.4871 -1.6171 -1.5353
C -0.5885 0.6122 -0.8206
F -1.5742 -1.8250 1.6970
H -1.5529 1.2639 2.1668
N -0.7272 -2.0933 -0.3535
O 3.6675 0.8388 0.7086
C -1.0191 0.1720 0.5203
H -0.4289 -0.0496 -2.8208
O 3.6164 -1.2275 1.3921
H -1.2617 3.2045 0.8206
F 1.9125 -0.5569 0.1041
N -0.5207 1.9017 -0.7636
N -0.4679 -0.2877 -1.8395
N -1.3000 1.2740 1.1588
H -0.5484 -2.3946 -2.3807
C -0.9814 2.2929 0.4134
C -1.0330 -1.2626 0.6451
N 3.2946 -0.2458 0.8871
*
```

---

No. 12
The molecule C5H4F3NO3, computed with ωB97M-V/def2-TZVPD.

## Properties
Expectation value of S²   2.018
HOMO (alpha / beta)   -5.45 / -11.19 eV
HOMO-LUMO gap (alpha / beta)   6.14 / 8.27 eV

Geometry as ORCA input:
```
! RIJCOSX wB97M-V def2-TZVPD def2/J DEFGRID3
* xyz 0 3
H 2.3200 1.7195 -1.9171
O 1.2287 0.4427 -0.7176
C 1.3425 1.5652 -1.4316
H -2.4758 -0.4046 0.1710
F 1.5003 -1.5697 1.2823
F 0.7006 0.1486 2.2737
F -0.1691 -1.7766 2.5651
C 0.3573 -0.9822 1.6934
O -1.8684 -0.6472 0.8429
O -0.3220 -2.0542 -0.2866
C -0.5523 -0.7371 0.4696
C -0.0734 0.3416 -0.4190
C 0.1065 2.1128 -1.5780
H -1.1518 -2.5155 -0.0730
H -0.2024 3.0007 -2.0767
N -0.7406 1.3560 -0.7983
*
```